Entry 1:
Molecular formula: C9H15N4S
Method: DFT, ωB97M-V with the def2-TZVPD basis set

Output
* charge: +1
* relative energy (zero: lowest compared OMol25 entry of this formula, charge and spin): 315.71 kJ/mol
* HOMO: -12.5 eV
* HOMO-LUMO gap: 7.455 eV

The geometry in XYZ format:
```
29
Properties=species:S:1:pos:R:3:forces:R:3
N -4.138740 -0.516416 0.854011 -0.40 0.37 0.22
C 1.738121 -0.034747 0.184205 -0.79 2.52 0.51
H 4.615219 -1.421860 0.413296 -0.54 -0.96 0.28
N -2.223160 -0.660441 -0.257737 0.10 0.17 0.11
H 2.789686 -0.782161 1.912659 0.70 2.20 -1.25
H -0.044444 -2.741093 -0.938546 0.10 1.39 1.07
H -2.930901 -0.320040 -2.191384 -0.11 0.64 -0.67
H 2.176341 -2.057081 -0.000010 -2.76 1.56 -1.28
C -3.192533 -0.178343 -1.170253 -0.46 -1.19 -0.22
H 3.159785 1.065305 1.372835 -0.42 -0.93 0.33
H -2.385938 -0.944190 1.854771 1.06 -0.59 1.74
H -1.239428 3.271620 -1.661793 0.49 0.52 0.26
H -5.345093 -0.052936 -0.898205 -0.11 0.12 0.07
H -0.436931 1.710177 -2.009184 1.30 -1.40 -1.52
H -1.537865 1.378881 2.033743 -0.47 2.38 -1.30
H 5.134589 0.037121 0.912910 0.06 0.63 -0.94
C 3.017370 0.011140 1.048139 -1.12 -1.56 0.87
C 0.112585 -1.700536 -0.468703 -0.29 -1.05 -0.93
H 0.827920 0.503759 0.605447 1.04 -0.95 0.43
C -2.903630 -0.741729 0.988434 -1.16 -0.08 -1.13
N -1.047794 1.843717 -0.139170 1.40 0.30 -1.03
S -1.755125 2.588395 1.188192 0.40 -2.15 1.05
N 1.383524 -1.326127 -0.268597 1.77 -3.26 1.24
C -0.775207 2.361215 -1.288420 -2.88 0.74 2.48
H 1.813799 0.565570 -0.701914 0.80 0.59 -0.75
H 4.259235 -0.275074 -0.673486 0.33 1.43 -3.46
C 4.317041 -0.391216 0.323374 0.00 -0.99 4.05
C -1.031812 -0.991337 -0.519083 1.49 -0.58 -0.10
C -4.356600 -0.201563 -0.505538 0.50 0.13 -0.13
```
Forces are in eV/Å.

Entry 2:
Molecular formula: C9H15NO3
Method: DFT, ωB97M-V with the def2-TZVPD basis set

Output
* relative energy (zero: lowest compared OMol25 entry of this formula, charge and spin): 644.29 kJ/mol
* HOMO (alpha / beta): -5.9 / -5.9 eV
* HOMO-LUMO gap (alpha / beta): 6.584 / 6.577 eV

The geometry in XYZ format:
```
28
Properties=species:S:1:pos:R:3:forces:R:3
C 1.014532 3.204658 0.147750 0.80 -0.43 -2.09
N 1.132854 -1.615515 0.054785 0.10 1.84 -0.50
H -2.029041 -1.031656 -1.509823 0.75 1.75 2.55
H 0.399730 -3.789834 0.401771 -0.33 0.06 0.94
O -0.647057 0.368936 1.439306 1.05 1.16 -0.07
C -0.112426 -1.754712 0.452881 -0.23 -2.26 -0.35
H 3.621972 -1.413207 -0.696854 -0.40 1.03 0.13
O 0.035489 2.407094 0.762815 -1.40 -0.62 0.66
C -1.713974 -0.202785 -0.655992 -0.89 -0.07 -3.43
H -0.631545 -3.165949 1.962371 0.19 -1.06 -2.60
H -3.312492 0.955154 -1.616847 0.94 -0.03 2.82
H -3.797481 0.490098 0.155280 2.07 0.35 -1.08
H 1.905190 3.026428 0.733828 0.68 0.51 -0.27
C -1.205638 -0.794497 0.586098 0.43 -1.44 1.58
C -0.465401 -3.209488 0.770080 0.01 0.87 1.38
C -2.867679 0.814493 -0.487618 -2.19 -0.13 -2.25
H -2.501528 1.794883 -0.144559 -0.24 -0.44 -0.01
H 3.038520 -0.047656 -1.778534 0.56 -0.76 1.31
C 0.287447 1.067649 0.881942 0.05 1.90 -0.59
O 1.356104 0.734799 0.225224 -1.69 0.73 0.82
H 0.757112 4.281745 0.085839 -0.32 -0.89 0.54
C 1.776332 -0.475152 -0.180950 -0.48 -2.34 1.29
H -1.999711 -1.174202 1.302109 0.73 0.22 -1.15
H -1.320640 -3.608007 0.187603 -0.03 0.33 0.77
H 1.170991 2.837733 -0.938510 -0.02 0.62 1.66
C 3.142335 -0.401324 -0.671009 1.15 0.05 -3.23
H -0.848139 0.319779 -1.183675 -0.96 -0.52 0.59
H 3.814132 0.380541 -0.285305 -0.33 -0.46 0.59
```
Forces are in eV/Å.

Entry 3:
Molecular formula: C9H15NO4S
Method: DFT, ωB97M-V with the def2-TZVPD basis set

Output
* relative energy (zero: lowest compared OMol25 entry of this formula, charge and spin): 107.66 kJ/mol
* HOMO: -8.5 eV
* HOMO-LUMO gap: 8.982 eV

The geometry in XYZ format:
```
30
Properties=species:S:1:pos:R:3:forces:R:3
C -0.238913 -0.821816 0.034309 0.36 -1.04 -0.15
H -2.212008 1.663799 -1.053814 -1.89 -1.56 -0.29
H -0.053806 -1.789364 0.538261 -0.28 0.08 -0.39
H 4.815509 0.435192 0.944624 0.43 -0.15 -0.17
H -0.817381 2.291842 0.697042 0.60 0.23 0.28
H 5.000291 -1.252689 0.584086 -0.33 -0.42 -0.42
N 3.435097 -0.186682 -0.427073 0.47 0.02 -0.70
C -0.674109 0.185128 1.068248 0.50 0.79 2.49
O -1.316174 -0.851039 -0.879939 -1.25 0.17 0.41
H -0.343683 -0.078223 2.109161 -0.68 -0.46 -0.87
H -3.937515 -0.852113 1.154878 0.41 -0.87 -0.85
C 2.488524 -0.669028 0.357753 -4.26 2.37 -5.02
C -2.509133 -0.309163 -0.233847 -0.13 -0.73 0.26
C 4.753536 -0.303200 0.128738 2.07 2.40 -0.95
S 0.905769 1.419671 -0.725663 3.12 0.43 2.23
O 0.102449 1.983249 -1.757517 -2.44 1.01 -2.84
C -0.021270 1.561145 0.877851 -0.45 -1.30 -2.50
H -3.155296 -2.323831 0.488325 -0.05 0.23 -0.36
O -2.084869 0.237578 1.007096 1.43 -0.15 0.32
H 1.335240 -0.951055 -1.565928 -0.65 0.75 0.07
C 1.018226 -0.368216 -0.685163 0.89 -1.05 2.85
H 5.507787 -0.003318 -0.681451 -0.91 -0.65 1.32
H 3.138431 0.517201 -1.166375 0.98 -1.38 1.54
C -3.563360 -1.348654 0.202249 2.48 1.40 3.42
H -3.981622 1.216773 -0.623883 0.12 0.18 0.62
H -3.351139 0.546855 -2.014758 0.33 -0.29 -0.98
C -3.050292 0.836530 -1.032982 1.36 1.63 -0.13
H 0.727467 1.779563 1.598632 0.27 0.47 0.82
O 2.488186 -1.196160 1.394443 0.29 -1.51 2.71
H -4.405936 -1.369961 -0.337307 -2.79 -0.59 -2.75
```
Forces are in eV/Å.

Entry 4:
Molecular formula: C9H15NO5P
Method: DFT, ωB97M-V with the def2-TZVPD basis set

Output
* charge: -1
* HOMO: -3.6 eV
* HOMO-LUMO gap: 5.750 eV

The geometry in XYZ format:
```
31
Properties=species:S:1:pos:R:3:forces:R:3
C 2.314605 1.391412 -1.077770 0.72 0.04 0.41
C 4.719766 1.331411 -1.298339 -0.36 0.12 0.24
C 3.454445 1.071235 -1.828118 -0.04 0.07 0.11
N 0.981365 1.143863 -1.639609 -1.40 0.17 -0.26
H -1.975429 -1.162167 -1.019018 -0.28 0.24 -0.26
H 3.811743 2.650638 1.707862 -0.08 -0.10 -0.19
H 0.030595 -1.461504 -1.233712 0.08 -0.20 -0.11
P -0.895922 -1.406478 -0.095910 0.30 0.40 -0.41
H -6.063342 -1.471673 0.636054 0.35 -0.05 2.16
H 5.832261 2.107483 0.376298 -0.18 -0.05 -0.07
C 2.436165 1.956459 0.198713 0.05 -0.03 -0.10
O -0.001725 1.471248 -0.959614 1.93 0.21 -1.42
O -1.276220 -3.131893 -0.256496 1.25 -1.13 -1.42
C -3.562053 -0.831132 0.772972 -0.19 -0.76 -0.07
H -3.422479 0.103817 0.060267 -0.45 -1.65 1.74
O 0.915701 0.625248 -2.764077 0.20 0.64 1.04
C -4.757139 -0.595877 1.874200 -0.12 3.56 3.63
H 3.374801 0.626859 -2.817836 -0.26 0.11 0.30
O -4.703120 0.258651 2.918610 -0.56 -5.80 -6.59
H -0.738966 -3.504541 -1.041324 -1.30 1.16 1.96
H 1.560067 2.205318 0.793918 0.07 -0.19 -0.34
H -0.635964 0.032947 -0.045708 -0.21 -0.61 0.47
C 4.843626 1.901264 -0.030244 -0.10 -0.01 -0.02
C -2.099669 -1.214565 1.411854 -1.18 -0.14 0.80
H -3.850571 -1.731627 0.045005 0.42 1.91 1.69
H 5.610397 1.092664 -1.875687 -0.21 0.02 0.08
H -1.724348 -0.340906 2.116305 -0.81 -1.94 -1.33
C 3.706930 2.209426 0.719129 0.01 -0.17 -0.43
O -6.016884 -1.378187 1.646866 2.81 2.04 -1.35
H 0.245382 -1.680595 0.771637 -0.18 -0.05 0.39
H -2.114017 -2.268797 1.933772 -0.28 2.20 -0.66
```
Forces are in eV/Å.

Entry 5:
Molecular formula: C9H15NSSi
Method: DFT, ωB97M-V with the def2-TZVPD basis set

Output
* relative energy (zero: lowest compared OMol25 entry of this formula, charge and spin): 144.13 kJ/mol
* HOMO: -8.5 eV
* HOMO-LUMO gap: 9.276 eV
* structure (SMILES): C[Si](C)(C)[C@H]1CN1c1ccsc1

The geometry in XYZ format:
```
27
Properties=species:S:1:pos:R:3:forces:R:3
H 1.697015 0.803430 -2.196741 -0.32 0.23 -0.78
H 1.988578 -2.930797 -0.502950 0.67 -0.16 0.82
H 3.306777 0.065422 -2.040958 -0.42 0.12 0.15
H -1.886473 0.417626 2.208885 -1.61 -0.45 -1.61
C -2.150955 0.310933 -0.036560 -1.20 -0.08 1.39
H -0.291542 0.103641 1.511609 1.37 0.45 -1.14
C -3.287891 0.074238 -0.900904 1.49 0.32 -0.25
H 0.111428 2.459085 -0.469123 1.30 1.37 -0.47
H 3.018592 1.715672 -1.332206 -1.22 -2.25 0.01
H -3.341464 0.072029 -1.955048 0.65 0.15 -1.05
C -2.563927 0.218047 1.294887 1.55 0.57 0.61
Si 1.748329 -0.331591 -0.111450 1.05 -0.59 1.43
H 3.961318 -0.717098 1.012570 0.00 -0.89 0.32
S -4.239242 -0.086398 1.467851 0.62 -0.03 -0.39
H -5.478450 -0.278370 -0.549027 1.17 -0.02 -0.39
H 0.356928 -2.422156 -0.023990 -0.24 -0.17 -0.39
C 2.966597 -0.502151 1.393910 -1.17 2.56 0.01
H 2.428951 -1.205001 2.089110 1.27 0.57 -0.39
H 1.151142 -2.170126 -1.702409 -0.91 0.08 0.69
C 2.524489 0.653725 -1.529477 1.21 1.38 0.62
N -0.835182 0.715923 -0.435503 -2.23 -1.07 -0.93
C -0.327945 1.868856 0.269268 -0.56 0.14 0.02
H 3.133269 0.571805 1.868761 -0.69 -2.17 -0.61
C 1.246402 -2.160208 -0.590337 0.44 1.70 -1.28
H -0.998735 2.383777 0.950795 0.13 -0.23 0.09
C 0.180564 0.516617 0.560019 0.48 -1.27 1.53
C -4.418575 -0.146933 -0.250992 -2.83 -0.25 1.99
```
Forces are in eV/Å.

Entry 6:
Molecular formula: C9H15NSi
Method: DFT, ωB97M-V with the def2-TZVPD basis set

Output
* relative energy (zero: lowest compared OMol25 entry of this formula, charge and spin): 435.74 kJ/mol
* HOMO (alpha / beta): -5.6 / -6.4 eV
* HOMO-LUMO gap (alpha / beta): 5.270 / 6.794 eV

The geometry in XYZ format:
```
26
Properties=species:S:1:pos:R:3:forces:R:3
H 2.844130 -0.043742 -2.823988 1.23 -0.53 1.01
H 1.946476 1.279387 -3.151183 -0.17 2.60 -0.03
H 2.466381 -0.796344 -0.135065 -0.86 -0.27 0.27
C 0.482177 0.323642 2.412461 -0.27 2.21 -1.73
H -1.747902 -0.096242 -1.039736 -1.37 1.41 1.80
H 1.654873 -0.125861 -3.809978 -1.80 -2.27 -4.22
N 1.463021 -1.012587 -0.229543 -0.53 0.46 0.20
H -1.243892 -1.717577 -1.457146 -0.04 2.12 -1.14
H 0.713582 -1.172308 3.661216 1.52 -2.06 2.09
H -1.525660 -2.114212 3.357774 -0.86 -0.21 -0.08
H 1.472656 0.692615 2.688217 -0.19 0.11 -0.46
H -3.201955 -0.508421 2.186989 -4.96 -1.18 0.15
C -1.307486 -1.211900 2.816772 0.60 0.58 0.66
C 1.842654 0.279443 -2.932535 0.12 -0.19 3.73
H -2.550931 1.513822 1.065952 1.69 -1.47 0.70
C 0.026846 -0.776607 3.033633 -3.01 0.61 -2.05
Si 0.682191 -0.130297 -1.493770 -0.29 0.77 0.98
C -0.045821 2.291035 0.923278 -1.48 -0.03 -1.56
H 0.934106 -0.984424 0.690344 1.16 -0.10 -1.27
C -0.382619 1.083404 1.504421 -0.45 -0.10 1.94
H 0.857170 2.740163 1.236778 0.77 0.83 -0.23
C -2.237913 -0.355107 2.163091 5.87 -0.02 0.21
C -1.168305 -0.569793 -1.739436 3.63 -3.90 2.33
H -0.964382 2.836344 0.528563 1.91 -0.25 0.36
H -1.401319 -0.278153 -2.677268 -1.14 0.37 -3.19
C -1.771520 0.767388 1.514818 -1.08 0.50 -0.47
```
Forces are in eV/Å.

Entry 7:
Molecular formula: C9H15P
Method: DFT, ωB97M-V with the def2-TZVPD basis set

Output
* relative energy (zero: lowest compared OMol25 entry of this formula, charge and spin): 297.61 kJ/mol
* HOMO: -6.9 eV
* HOMO-LUMO gap: 7.730 eV

The geometry in XYZ format:
```
25
Properties=species:S:1:pos:R:3:forces:R:3
H -1.027175 0.131579 2.931523 -0.46 0.26 0.38
C 1.661872 0.905095 -1.702217 -0.38 2.07 0.07
C 0.876836 0.261376 0.532037 0.78 0.38 0.50
H 1.737596 2.208450 0.417979 -0.23 1.16 0.58
H -3.382217 -0.265158 -2.420322 0.15 0.31 0.99
C -0.674784 0.026014 -1.555431 0.72 -2.48 2.76
H -0.719096 0.616755 -2.352181 -0.76 2.44 -3.62
H 0.651676 0.561068 3.271567 0.06 0.16 0.32
H 0.344542 -2.080970 -0.314537 0.16 -0.26 -0.58
H 0.077344 -1.107997 3.556649 -0.04 0.05 0.41
C 1.982256 1.304059 0.924447 -3.32 -1.19 2.79
H -3.639038 -0.625050 -0.680647 -1.93 0.99 2.66
H 1.362366 0.884631 -2.693315 -1.03 0.30 -2.24
H -3.458837 -1.899022 -1.932116 0.19 1.39 1.21
H 2.837913 1.008803 0.491649 3.26 -1.23 -1.48
P -0.776042 -1.556183 0.292484 0.95 0.18 -0.50
C -1.661132 -0.939773 -1.324784 2.59 0.88 3.70
H 2.550281 0.335357 -1.834526 1.21 -0.30 0.87
H 1.846784 2.025470 -1.487800 0.06 -1.83 -0.18
C 0.590360 0.254406 -0.896432 -0.13 -0.14 1.54
H -1.215864 -2.735986 0.817166 -0.90 -0.62 0.62
H 2.179080 1.303731 2.054140 -0.56 0.53 -1.70
C 0.338783 -0.596568 1.506476 -2.08 0.56 -2.45
C -0.012572 -0.222890 2.938386 0.57 -0.69 -1.21
C -3.128912 -0.863270 -1.513483 1.11 -2.93 -5.44
```
Forces are in eV/Å.

Entry 8:
Molecular formula: C9H15PSi
Method: DFT, ωB97M-V with the def2-TZVPD basis set

Output
* relative energy (zero: lowest compared OMol25 entry of this formula, charge and spin): 52.14 kJ/mol
* HOMO: -8.7 eV
* HOMO-LUMO gap: 8.450 eV

The geometry in XYZ format:
```
26
Properties=species:S:1:pos:R:3:forces:R:3
H 0.474975 2.084175 1.511641 -1.34 -0.18 -3.10
C -3.276850 -0.538026 -1.175675 -0.73 -0.29 -0.39
H 1.382761 -1.997544 1.156467 0.08 0.38 -0.64
C -2.358762 1.040814 0.806836 -1.90 0.68 1.70
H 2.594636 -1.274262 -1.560658 2.41 -3.08 0.41
H 3.484121 0.385136 1.147813 0.89 -0.78 1.29
P -0.078978 1.940294 -0.464467 1.33 0.19 2.71
H 0.376698 -0.920163 1.995944 0.37 0.45 -1.21
H 2.512455 0.363501 -2.365318 -0.32 -1.47 0.62
H -0.287588 -1.732046 0.606664 1.38 1.01 -0.17
H -1.533116 0.360252 -2.266905 -0.06 -0.85 -1.36
C 2.003609 -0.526417 -1.857711 -1.70 5.72 0.86
H 2.636697 1.991533 1.052028 0.70 -0.24 0.04
Si 1.365985 0.225284 -0.150979 1.48 -0.36 -0.44
C 0.669710 -1.180997 0.928195 -1.49 -1.06 1.60
C -4.053517 -0.451323 -0.031685 2.98 2.58 0.53
C -3.614427 0.419082 0.949185 1.63 0.19 0.25
C -2.126211 0.239308 -1.398184 -0.72 -0.64 0.46
H 3.527047 1.256989 -0.278010 2.60 1.17 -3.58
H -4.954239 -0.885245 0.128456 -2.49 -1.80 -0.11
H -4.109612 0.589781 1.897636 -0.33 -0.16 -0.18
H -2.134643 1.681119 1.683609 0.59 -0.39 -0.90
H 1.141434 -0.739445 -2.408465 -1.07 -1.00 -1.09
C 3.005600 1.091007 0.544199 -5.11 -0.68 2.10
H -3.757847 -1.253583 -1.815630 0.69 0.01 -1.27
C -1.633986 0.995372 -0.369286 0.10 0.59 1.87
```
Forces are in eV/Å.

Number 1: total energy -26359.5531 eV. Number 2: total energy -17203.6224 eV. Number 3: total energy -30088.8513 eV. Number 4: total energy -30586.2128 eV. Number 5: total energy -29777.3217 eV. Number 6: total energy -18940.3953 eV. Number 7: total energy -18859.8143 eV. Number 8: total energy -26739.8946 eV.